Model A:
{"formula": "C12H15N", "method": "wB97M-V/def2-TZVPD", "lumo_energy_ha": [0.004, -0.013], "e_homo_ev": [-6.74, -8.32], "species": ["C", "C", "C", "C", "C", "C", "C", "C", "C", "C", "C", "C", "N", "H", "H", "H", "H", "H", "H", "H", "H", "H", "H", "H", "H", "H", "H", "H"], "coordinates": [[-3.303, 0.113, 0.307], [-2.322, 1.009, 0.035], [-2.948, -1.272, 0.183], [-0.969, 0.693, -0.188], [-0.743, -0.757, -0.287], [0.546, -1.406, -0.116], [1.584, -0.802, 0.460], [0.003, 1.713, -0.177], [0.594, -2.919, -0.339], [2.961, -1.220, 0.739], [-0.170, 3.041, 0.444], [1.271, 1.670, -1.098], [-1.729, -1.667, -0.230], [-4.466, 0.315, 0.468], [-2.598, 2.038, 0.165], [-3.622, -2.018, 0.150], [-0.256, -3.289, 0.241], [1.631, -3.272, 0.163], [0.583, -3.125, -1.493], [3.302, -1.984, 0.019], [3.044, -1.666, 1.818], [3.607, -0.404, 0.761], [-0.432, 3.847, -0.297], [0.779, 3.318, 0.805], [-1.029, 3.056, 1.248], [1.162, 2.542, -1.762], [1.439, 0.730, -1.560], [2.083, 1.716, -0.459]], "mulliken_charge": [-0.56, -0.84, -0.52, 0.73, 0.28, 0.83, 0.06, 0.88, -1.03, -1.54, -1.61, -1.52, -0.57, 0.23, 0.42, 0.49, 0.34, 0.29, 0.22, 0.41, 0.29, 0.39, 0.32, 0.45, 0.36, 0.38, 0.42, 0.42]}

Model B:
{"formula": "C12H15N", "method": "wB97M-V/def2-TZVPD", "smiles": "N[C@H]1C[C@H]2CC[C@@H]1c1ccccc12", "lumo_energy_ha": 0.033, "e_homo_ev": -8.32, "species": ["N", "C", "C", "C", "C", "C", "C", "C", "C", "C", "C", "C", "C", "H", "H", "H", "H", "H", "H", "H", "H", "H", "H", "H", "H", "H", "H", "H"], "coordinates": [[-2.928, -0.608, -1.032], [-1.529, -0.650, -0.946], [-1.085, 0.794, -1.020], [-0.109, 1.394, 0.058], [-0.674, 1.201, 1.469], [-1.262, -0.166, 1.514], [-0.760, -1.075, 0.298], [0.802, -0.822, 0.362], [2.010, -1.511, 0.342], [3.213, -0.961, -0.216], [3.381, 0.339, -0.686], [2.242, 1.094, -0.482], [1.060, 0.647, 0.185], [-3.477, -0.365, -1.842], [-3.445, -1.430, -0.421], [-1.120, -1.411, -1.714], [-2.021, 1.403, -0.620], [-1.061, 1.292, -2.070], [0.082, 2.337, -0.348], [-1.609, 1.849, 1.584], [0.133, 1.118, 2.186], [-2.484, -0.170, 1.366], [-1.192, -1.075, 2.417], [-0.803, -2.048, 0.605], [2.017, -2.608, 0.858], [4.077, -1.643, -0.321], [4.307, 0.821, -0.816], [2.234, 2.254, -0.709]], "mulliken_charge": [-0.60, 0.51, -1.08, -0.52, -0.84, -0.56, -0.72, 0.50, -0.85, -0.22, -0.84, -0.32, 0.23, 0.22, 0.22, 0.17, 0.34, 0.27, 0.85, 0.34, 0.43, 0.21, 0.28, 0.95, 0.17, 0.33, 0.38, 0.14]}

Quick one: least stable of them? model A